Molecular formula: C5H6ClFN2O2S
Method: DFT, the ωB97M-V functional and the def2-TZVPD basis

Structure (XYZ):
```
18
Properties=species:S:1:pos:R:3:forces:R:3
C 1.212 -0.676 -0.834 5.043 5.040 5.053
C 2.621 -0.517 0.749 0.717 0.003 0.647
C 1.363 0.779 -0.490 2.613 -3.897 -0.102
C -1.448 0.366 1.069 0.203 -0.095 -0.259
C -1.238 0.425 -0.433 -2.876 -0.730 1.851
H 0.531 -2.139 -1.769 0.718 0.004 -0.684
H 3.349 -0.670 1.538 -0.072 0.002 -0.223
H -3.359 0.252 0.906 0.008 -0.087 0.201
H -1.365 1.400 1.439 0.050 -0.145 -0.146
H -0.658 -0.230 1.533 -0.049 0.058 -0.085
H -0.316 0.924 -0.706 -1.662 -1.192 -0.345
N 0.449 -1.121 -1.735 0.647 -2.158 -4.567
N 2.071 -1.408 0.031 -1.235 0.340 -0.368
O 2.283 0.791 0.531 -0.391 -0.547 -0.464
O -2.675 -0.216 1.406 -0.462 -0.054 -0.010
F -2.290 1.130 -0.969 0.175 -0.276 -0.202
S 0.679 2.096 -1.090 2.188 4.765 -1.579
Cl -1.208 -1.187 -1.175 -5.616 -1.030 1.284
```
Forces are in eV/Å.

The spin multiplicity is 1. The maximum force is 8.7 eV/Å. The total energy is -38425.6919 eV. The orbital gap comes out at 6.85 eV. As for the net charge: 0.

Molecular formula: C5H6ClFS
Method: DFT, the ωB97M-V functional and the def2-TZVPD basis

Structure (XYZ):
```
14
Properties=species:S:1:pos:R:3:forces:R:3
C 1.567 0.426 -0.118 -0.584 2.142 0.776
C 0.365 -0.188 0.490 -0.489 -0.646 1.448
C -0.846 0.806 0.547 1.216 0.355 -0.391
C -1.689 -0.197 -0.205 -0.544 -0.301 0.287
C -0.489 -1.111 -0.407 0.283 -1.134 0.808
H 1.926 1.243 0.564 -0.387 -0.353 -0.888
H 0.669 -0.604 1.494 -0.530 0.290 -1.046
H -1.094 1.113 1.568 -0.429 0.254 -0.520
H -0.595 1.629 -0.172 -0.582 -0.206 0.981
H -0.546 -2.178 -0.052 -0.288 1.063 -0.531
H -0.104 -1.074 -1.409 -0.090 -0.232 -0.666
F 1.185 0.954 -1.340 0.331 0.305 -0.096
S -3.256 -0.239 -0.591 0.749 -0.087 0.141
Cl 2.907 -0.580 -0.367 1.343 -1.450 -0.304
```
Forces are in eV/Å.

As for the structure (SMILES): F[C@H](Cl)C1CC(=S)C1. The spin multiplicity is 1. The maximum force is 2.4 eV/Å. The total energy is -31356.0856 eV. The orbital gap comes out at 8.54 eV. As for the net charge: 0.

Molecular formula: C5H6ClNS
Method: DFT, the ωB97M-V functional and the def2-TZVPD basis

Structure (XYZ):
```
14
Properties=species:S:1:pos:R:3:forces:R:3
C -1.456 0.592 0.978 0.081 -3.880 0.909
C -0.007 0.449 0.392 1.931 -3.515 -0.242
C 0.909 -0.786 0.596 -2.430 1.981 5.527
C 1.492 0.054 -1.253 -0.026 4.122 -5.078
C 0.446 0.994 -0.912 1.263 -4.131 2.096
H -3.694 -0.334 0.593 2.528 0.224 -2.693
H -1.878 -0.475 1.789 2.356 4.048 -1.597
H -1.749 1.612 1.333 0.115 -1.115 -0.428
H 1.241 -1.393 1.591 -1.519 1.713 -2.454
H 2.900 -1.053 -0.183 -3.890 0.227 -0.866
H -0.114 1.736 -1.420 0.106 0.362 -0.859
N 1.804 -0.813 -0.364 4.046 -2.190 2.329
S -2.426 -0.185 -0.408 -3.362 0.614 2.530
Cl 2.533 -0.398 -2.731 -1.198 1.540 0.826
```
Forces are in eV/Å.

The spin multiplicity is 1. The maximum force is 6.5 eV/Å. The total energy is -30124.8272 eV. The orbital gap comes out at 8.52 eV. As for the net charge: 0.

Molecular formula: C5H6EuO5
Method: DFT, the ωB97M-V functional and the def2-TZVPD basis

Structure (XYZ):
```
17
Properties=species:S:1:pos:R:3:forces:R:3
H 1.962 -0.068 1.755 -0.443 0.454 -1.942
O -0.793 -2.943 0.802 2.007 -1.381 -0.121
C 0.954 0.284 1.966 -4.871 1.097 -0.011
C -0.515 -3.070 1.945 -7.107 6.261 7.105
H 1.045 0.952 2.823 -0.895 -1.004 0.693
H 0.735 0.938 -3.237 -0.355 -0.181 0.221
C -0.036 0.880 -2.443 1.029 1.678 -0.426
C 0.669 1.170 -1.116 1.149 -0.106 0.353
O -0.317 0.962 -0.113 -1.442 -0.994 -1.752
C -0.423 0.454 1.197 5.428 -0.632 -0.565
O -1.003 -2.604 3.121 5.014 -4.518 -7.204
O -1.653 0.018 1.125 0.218 -0.166 2.709
Eu -1.714 -1.001 -0.786 0.754 0.793 0.096
O -0.673 -0.354 -2.429 -0.708 -0.811 1.200
H -0.748 1.706 -2.649 0.173 -0.441 0.092
H 1.019 2.210 -1.042 0.051 -0.354 -0.177
H 1.491 0.466 -0.920 -0.002 0.305 -0.271
```
Forces are in eV/Å.

Its expectation value of S² is 12.1003. The spin multiplicity is 7. The maximum force is 11.8 eV/Å. The total energy is -34835.4783 eV. The orbital gap (spin up / spin down) comes out at 3.69 / 4.96 eV. As for the net charge: +1.

Molecular formula: C5H6F2O
Method: DFT, the ωB97M-V functional and the def2-TZVPD basis

Structure (XYZ):
```
14
Properties=species:S:1:pos:R:3:forces:R:3
C 0.779 1.189 0.417 1.402 -0.496 0.247
C 0.576 -0.320 0.192 -1.740 -1.410 -1.193
C 1.374 -1.326 -0.219 3.466 0.879 1.148
C -0.839 -0.928 0.061 -0.779 0.587 -1.118
C -2.055 -0.352 0.039 0.715 2.079 0.945
H 0.225 2.924 -0.809 -0.279 -4.814 1.669
H 0.491 1.577 1.372 -0.676 -0.468 1.009
H 1.863 1.380 0.447 -0.127 0.019 -0.781
H 1.066 -2.291 -0.576 -0.105 -0.045 0.158
H -0.906 -1.973 -0.327 0.297 0.709 0.863
H -2.281 0.795 0.200 0.330 -2.679 -0.325
O 0.021 1.851 -0.562 0.167 4.165 -2.192
F 2.848 -1.396 -0.130 -3.275 0.890 -0.320
F -3.163 -1.132 -0.106 0.604 0.586 -0.110
```
Forces are in eV/Å.

As for the structure (SMILES): OCC(=C\F)/C=C/F. The spin multiplicity is 1. The maximum force is 5.1 eV/Å. The total energy is -12761.2026 eV. The orbital gap comes out at 9.37 eV. As for the net charge: 0.

Molecular formula: C5H6F2S
Method: DFT, the ωB97M-V functional and the def2-TZVPD basis

Structure (XYZ):
```
14
Properties=species:S:1:pos:R:3:forces:R:3
C 1.346 -0.071 -0.273 -0.507 0.912 -3.531
C -0.177 -0.091 -0.033 1.600 -2.000 -0.912
C -0.677 -1.584 -0.673 -4.384 -0.031 1.598
C -0.795 -0.331 -1.376 -1.467 1.937 -1.539
C -0.554 0.574 1.204 0.981 0.552 0.426
H 1.955 -0.464 0.418 1.557 -1.270 3.237
H 1.841 0.934 -0.537 -1.276 -1.378 -0.119
H 0.091 -2.324 -0.694 0.073 -0.153 -0.379
H -1.931 -1.954 -0.559 4.247 0.955 0.450
H -0.288 0.020 -2.355 -0.992 -0.668 1.822
H -1.562 0.559 1.601 -0.145 -0.091 -0.332
F 1.609 -1.052 -1.351 0.272 1.636 0.385
F -2.182 0.041 -1.330 1.326 0.047 -0.721
S 0.637 1.334 2.072 -1.284 -0.448 -0.384
```
Forces are in eV/Å.

As for the structure (SMILES): FC[C@]1(C=S)C[C@H]1F. The spin multiplicity is 1. The maximum force is 4.7 eV/Å. The total energy is -21548.5039 eV. The orbital gap comes out at 8.36 eV. As for the net charge: 0.

Molecular formula: C5H6FN
Method: DFT, the ωB97M-V functional and the def2-TZVPD basis

Structure (XYZ):
```
13
Properties=species:S:1:pos:R:3:forces:R:3
C -1.971 1.166 0.159 -1.278 0.307 0.495
C -0.568 -0.842 0.994 -4.542 0.077 0.353
C -1.085 -1.191 -0.390 -2.042 0.945 2.919
C -0.871 0.273 0.051 0.304 -0.472 -1.196
C 0.293 0.998 -0.528 3.635 -1.461 1.798
N -2.785 1.977 0.217 0.171 -0.254 -0.018
F -2.389 -1.657 -0.459 0.435 0.543 0.178
H -1.164 -0.983 1.925 0.061 0.061 -1.199
H 0.395 -0.995 1.179 4.067 -0.593 0.498
H -0.524 -1.782 -1.021 1.571 -0.405 -1.556
H 0.121 1.636 -1.307 -1.139 1.280 -2.370
H 0.992 0.155 -0.931 -0.588 1.838 0.906
H 0.810 1.740 0.211 -0.656 -1.865 -0.807
```
Forces are in eV/Å.

As for the structure (SMILES): C[C@]1(C#N)C[C@H]1F. The spin multiplicity is 1. The maximum force is 4.6 eV/Å. The total energy is -9487.6426 eV. The orbital gap comes out at 11.62 eV. As for the net charge: 0.

Molecular formula: C5H6FNO
Method: DFT, the ωB97M-V functional and the def2-TZVPD basis

Structure (XYZ):
```
14
Properties=species:S:1:pos:R:3:forces:R:3
C -1.154 1.968 -0.561 0.136 0.291 -0.069
C -1.164 -0.487 -0.046 -0.673 -0.570 0.048
C -0.197 -1.400 0.269 0.352 0.572 -0.089
C 1.084 -0.764 0.298 -0.981 0.227 -0.147
C 0.822 0.547 -0.012 0.147 -0.178 0.060
H -0.783 2.391 -1.503 -0.047 -0.225 -0.001
H -0.992 2.716 0.214 -0.077 0.055 0.163
H -2.222 1.806 -0.658 -0.024 -0.024 -0.013
H -2.256 -0.588 -0.153 0.908 0.093 0.068
H 2.037 -1.176 0.522 0.414 -0.286 0.091
H 1.255 2.375 -0.349 0.289 -0.170 0.074
N -0.515 0.724 -0.219 0.241 0.188 -0.103
O 1.728 1.564 -0.108 -0.638 0.078 -0.102
F -0.400 -2.699 0.516 -0.048 -0.048 0.018
```
Forces are in eV/Å.

As for the structure (SMILES): Cn1cc(F)cc1O. The spin multiplicity is 1. The maximum force is 1.0 eV/Å. The total energy is -11536.4369 eV. The orbital gap comes out at 8.39 eV. As for the net charge: 0.

Molecular formula: C5H6FNO
Method: DFT, the ωB97M-V functional and the def2-TZVPD basis

Structure (XYZ):
```
14
Properties=species:S:1:pos:R:3:forces:R:3
C -0.517 -1.368 0.568 1.644 -0.534 -1.352
C -1.037 -0.044 0.677 -0.685 2.145 0.618
C -0.202 1.181 1.026 -0.679 0.403 1.117
C -0.037 0.145 -1.537 3.166 0.759 5.519
C -0.932 -0.612 -0.676 -0.877 0.357 -1.082
H -0.946 -2.184 1.121 -0.324 -0.498 -0.594
H -2.059 0.124 0.941 -0.471 -0.404 0.944
H -1.064 2.034 0.836 2.716 -1.309 0.965
H 0.278 1.002 2.098 -1.685 1.090 -1.902
H -0.115 -0.121 -2.518 0.759 -0.067 -2.786
H -1.635 -0.911 -1.397 -2.282 -0.717 0.473
N 0.918 0.902 -1.062 -0.578 0.866 -2.417
O 0.986 1.390 0.256 -1.530 -1.622 -1.063
F 0.843 -1.466 0.441 0.825 -0.469 1.559
```
Forces are in eV/Å.

As for the structure (SMILES): F[C@@H]1[C@@H]2C=NOC[C@H]12. The spin multiplicity is 1. The maximum force is 6.4 eV/Å. The total energy is -11532.1831 eV. The orbital gap comes out at 9.59 eV. As for the net charge: 0.

Please write out number 6 again, unchanged.
Molecular formula: C5H6F2S
Method: DFT, the ωB97M-V functional and the def2-TZVPD basis

Structure (XYZ):
```
14
Properties=species:S:1:pos:R:3:forces:R:3
C 1.346 -0.071 -0.273 -0.507 0.912 -3.531
C -0.177 -0.091 -0.033 1.600 -2.000 -0.912
C -0.677 -1.584 -0.673 -4.384 -0.031 1.598
C -0.795 -0.331 -1.376 -1.467 1.937 -1.539
C -0.554 0.574 1.204 0.981 0.552 0.426
H 1.955 -0.464 0.418 1.557 -1.270 3.237
H 1.841 0.934 -0.537 -1.276 -1.378 -0.119
H 0.091 -2.324 -0.694 0.073 -0.153 -0.379
H -1.931 -1.954 -0.559 4.247 0.955 0.450
H -0.288 0.020 -2.355 -0.992 -0.668 1.822
H -1.562 0.559 1.601 -0.145 -0.091 -0.332
F 1.609 -1.052 -1.351 0.272 1.636 0.385
F -2.182 0.041 -1.330 1.326 0.047 -0.721
S 0.637 1.334 2.072 -1.284 -0.448 -0.384
```
Forces are in eV/Å.

As for the structure (SMILES): FC[C@]1(C=S)C[C@H]1F. The spin multiplicity is 1. The maximum force is 4.7 eV/Å. The total energy is -21548.5039 eV. The orbital gap comes out at 8.36 eV. As for the net charge: 0.